Formula: C39H33Br5InN4O3S
Source: the OMol25 dataset
Level of theory: the ωB97M-V functional and the def2-TZVPD basis

```
86
Properties=species:S:1:pos:R:3:mulliken_charge:R:1
In 0.2898 -0.8451 0.6057 1.77
C 5.8984 0.3216 1.5795 -0.69
C 5.0757 -0.2139 0.5955 -1.00
C 3.7033 -0.0532 0.6633 0.16
C 3.1104 0.6514 1.7190 0.05
C 3.9444 1.1615 2.7203 -0.35
C 5.3208 1.0029 2.6423 -0.69
N 1.7172 0.7011 1.7778 -0.03
C 1.0169 1.6783 2.3060 0.16
C 1.5006 3.0100 2.5915 -0.59
C 0.6879 3.9539 3.1293 -0.73
C -0.6780 3.6850 3.4571 -0.85
C -1.1938 2.4607 3.1856 -0.67
C -0.3890 1.4532 2.5916 0.60
N -0.8456 0.2205 2.2992 1.08
N -1.9575 -0.1860 2.7517 -1.51
C -2.2427 -1.4990 2.3606 -0.22
C -3.2701 -2.1562 3.0399 -0.50
C -3.5255 -3.4772 2.7465 -0.34
C -2.7565 -4.1245 1.7820 -1.22
C -1.7774 -3.3977 1.1373 -0.49
N -1.5480 -2.1099 1.3969 0.56
H 6.9716 0.1863 1.5316 0.38
H 5.5049 -0.7771 -0.2245 0.46
H 3.0682 -0.4865 -0.1013 0.32
H 3.5068 1.6360 3.5897 0.55
H 5.9459 1.3998 3.4342 0.37
H 2.5171 3.2552 2.3164 0.61
H 1.0788 4.9516 3.2974 0.40
H -1.2928 4.4614 3.8935 0.38
H -2.2311 2.2222 3.3793 0.45
H -3.8136 -1.6130 3.8009 0.54
H -4.2982 -4.0162 3.2809 0.40
H -2.9123 -5.1659 1.5379 0.45
H -1.1438 -3.8492 0.3816 0.60
Br 5.3510 -5.7916 -0.2703 -0.23
C 4.0733 -4.6332 0.5127 0.23
C 4.0236 -4.4527 1.8854 0.26
Br 5.2391 -5.3566 3.0219 -0.22
C 3.0606 -3.5869 2.4342 0.14
Br 2.9623 -3.2538 4.2977 -0.20
C 2.1350 -2.9099 1.6447 0.56
O 1.2310 -2.0984 2.1170 -0.75
C 2.1896 -3.0976 0.2227 -0.84
O 1.3332 -2.4347 -0.5116 0.00
C 3.1568 -3.9453 -0.3027 -0.15
Br 3.1732 -4.1052 -2.1933 -0.19
Br -1.3670 -2.1672 -1.8562 -0.05
C -0.1741 -1.2830 -3.0313 -0.06
C -0.1858 -1.7443 -4.3147 -0.77
C 0.5719 -1.0942 -5.3070 -0.81
C 1.2868 0.0154 -4.9773 -0.92
C 1.3050 0.5067 -3.6484 1.37
C 2.0162 1.6964 -3.3640 -1.10
C 1.9547 2.2459 -2.1232 -1.29
C 1.2608 1.5786 -1.0888 0.12
C 0.6383 0.3637 -1.2589 0.97
C 0.5889 -0.1559 -2.6011 0.46
H -0.7946 -2.6012 -4.5699 0.46
H 0.5554 -1.4663 -6.3236 0.39
H 1.8409 0.5609 -5.7337 0.37
H 2.5883 2.1640 -4.1581 0.33
H 2.4743 3.1726 -1.9071 0.47
H 1.2573 2.0471 -0.1158 -0.08
C -1.3891 2.9421 -3.7434 -0.88
C -2.8319 2.4876 -3.5330 -0.34
C -3.2015 2.4540 -2.0453 -1.20
S -2.6465 0.8475 -1.3637 0.90
O -2.0672 1.0969 -0.0068 -0.66
C -4.2831 0.0833 -1.0664 -1.18
C -4.8328 0.3975 0.3188 0.45
C -5.4784 1.7735 0.4578 -1.46
H -1.0686 2.7904 -4.7756 0.37
H -0.7058 2.3809 -3.0982 0.09
H -1.2837 4.0023 -3.5020 0.35
H -2.9539 1.4834 -3.9524 0.21
H -3.5223 3.1391 -4.0738 0.38
H -4.2694 2.5860 -1.8861 0.49
H -2.6485 3.1995 -1.4705 0.41
H -4.0988 -0.9885 -1.1644 0.40
H -4.9407 0.3947 -1.8818 0.60
H -4.0115 0.3203 1.0349 -0.31
H -5.5590 -0.3783 0.5759 0.49
H -4.7344 2.5668 0.3761 0.26
H -5.9584 1.8725 1.4327 0.42
H -6.2434 1.9334 -0.3081 0.34
```

Properties
orbital gap	5.26	eV
total charge	-1

Formula: C26H56AsCoN7O4SSi3
Source: the OMol25 dataset
Level of theory: the ωB97M-V functional and the def2-TZVPD basis

```
99
Properties=species:S:1:pos:R:3:mulliken_spin:R:1
Co 0.7622 0.1924 -0.0136 0.95
O -1.0465 0.8504 3.3123 0.00
S -0.5732 0.3512 2.0541 -0.03
O -1.2442 -1.0166 1.7596 0.01
O 0.8833 0.1467 2.0485 -0.02
O -0.9369 1.2096 0.8937 0.01
C 1.9731 -2.9421 2.3962 0.00
N 2.3705 -2.4721 1.0668 0.00
C 1.2932 -2.5628 0.0981 0.03
C 3.1093 -1.3083 0.9881 0.01
N 2.7794 -0.4136 0.1081 0.00
C 3.6276 0.6178 -0.3058 0.00
C 4.9504 0.3890 -0.6806 0.00
C 5.7480 1.4203 -1.1519 0.00
C 5.2166 2.6951 -1.2745 0.00
C 3.8915 2.9307 -0.9439 0.00
C 3.0751 1.9072 -0.4521 0.01
N 1.7041 2.0863 -0.2602 0.02
C 1.2272 3.2168 0.1964 0.01
N 0.0788 3.7502 -0.2994 0.01
C -0.9229 4.3020 0.6071 0.00
C -0.4711 3.1611 -1.5094 0.00
N 1.8564 3.9582 1.1634 0.01
C 1.9678 5.3986 1.0755 0.00
C 2.7302 3.3038 2.1129 0.00
N 4.1576 -1.2274 1.8759 0.01
C 4.6335 0.0411 2.3787 0.00
C 5.0390 -2.3558 2.0928 0.00
H 1.8607 -4.0266 2.3738 0.00
H 1.0259 -2.4818 2.6919 0.00
H 2.7181 -2.6747 3.1383 0.00
H 0.6029 -3.3430 0.4007 0.00
H 1.6885 -2.7723 -0.8964 -0.01
H 0.7747 -1.5787 0.0480 -0.05
H 5.3423 -0.6186 -0.6046 0.00
H 6.7765 1.2260 -1.4265 0.00
H 5.8283 3.5049 -1.6510 0.00
H 3.4632 3.9163 -1.0858 0.00
H -0.4554 4.6876 1.5077 0.00
H -1.6264 3.5222 0.9021 0.00
H -1.4554 5.1091 0.1015 0.00
H 0.3236 3.0240 -2.2406 0.00
H -1.2197 3.8444 -1.9114 0.00
H -0.9316 2.1905 -1.3166 0.00
H 1.3815 5.7629 0.2360 0.00
H 3.0150 5.6849 0.9235 0.00
H 1.6159 5.8785 1.9929 0.00
H 2.3408 2.3072 2.3201 0.00
H 2.7282 3.8763 3.0417 0.00
H 3.7623 3.2274 1.7509 0.00
H 3.8258 0.7668 2.3406 0.00
H 5.4886 0.4288 1.8155 0.00
H 4.9282 -0.0904 3.4226 0.00
H 4.6114 -3.2544 1.6573 0.00
H 5.2003 -2.5197 3.1618 0.00
H 6.0143 -2.1695 1.6261 0.00
C -4.5119 -3.7296 -0.2565 0.00
Si -2.7448 -3.2626 0.3089 0.00
C -1.7677 -4.6327 -0.6146 0.00
C -2.6816 -3.7127 2.1570 0.00
As -1.8886 -1.0416 -0.1159 0.01
Si -2.5350 -1.1418 -2.8983 0.01
C -1.0551 -2.2626 -3.3134 0.00
C -2.1918 0.4849 -3.8283 0.00
C -4.0975 -1.9247 -3.6734 0.00
Si -3.8798 0.2029 0.3812 0.01
C -5.5217 -0.6988 -0.0082 0.00
C -4.1263 0.7690 2.1699 0.00
C -4.0147 1.7104 -0.7782 0.00
H -4.5603 -4.8070 -0.4214 0.00
H -4.7836 -3.2377 -1.1911 0.00
H -5.2677 -3.4746 0.4841 0.00
H -1.9661 -5.5972 -0.1441 0.00
H -0.6884 -4.4909 -0.6400 0.00
H -2.1094 -4.7014 -1.6489 0.00
H -2.5808 -4.7872 2.3146 0.00
H -3.5892 -3.3796 2.6635 0.00
H -1.8427 -3.2133 2.6415 0.00
H -0.1567 -1.8393 -2.8699 0.00
H -0.9022 -2.3341 -4.3926 0.00
H -1.1859 -3.2681 -2.9158 0.00
H -1.2920 0.9550 -3.4305 0.00
H -3.0078 1.2052 -3.7710 0.00
H -2.0177 0.2617 -4.8834 0.00
H -4.1299 -2.9997 -3.4934 0.00
H -4.0885 -1.7620 -4.7531 0.00
H -5.0174 -1.4904 -3.2793 0.00
H -5.7879 -1.4185 0.7647 0.00
H -5.4987 -1.2197 -0.9658 0.00
H -6.3199 0.0441 -0.0531 0.00
H -4.6732 0.0191 2.7441 0.00
H -4.6897 1.7030 2.2155 0.00
H -3.1777 0.9314 2.6681 0.00
H -3.9151 1.4166 -1.8243 0.00
H -3.2483 2.4519 -0.5634 0.00
H -4.9890 2.1856 -0.6551 0.00
N 1.5971 0.3004 -2.8116 -0.01
C 0.8815 0.1316 -1.8845 0.00
H 2.5148 0.5969 -3.0906 0.00
```

Properties
orbital gap (alpha / beta)	4.73 / 5.21	eV
2S+1	2
expectation value of S²	0.823

Formula: C3H7NOS
Source: the OMol25 dataset
Level of theory: the ωB97M-V functional and the def2-TZVPD basis

```
13
Properties=species:S:1:pos:R:3:mulliken_charge:R:1
C 2.4293 -0.1264 -0.3740 -0.69
C 0.2121 0.2544 0.3752 -0.32
C -1.1146 -0.3342 0.2521 0.01
H 3.0053 -1.0357 -0.5470 0.25
H 2.3546 0.5437 -1.2476 0.28
H 2.8231 0.3223 0.5284 0.31
H 0.2186 1.1831 -0.2063 0.28
H 0.2971 0.5000 1.4282 0.23
H -1.2254 -1.3813 0.5935 0.34
H -4.3711 0.7865 -0.4065 0.16
N -2.1103 0.3362 -0.1990 -0.38
O 1.1507 -0.6838 -0.0581 -0.32
S -3.6695 -0.3648 -0.1390 -0.17
```

Properties
orbital gap	9.87	eV
SMILES	COC/C=N/S

Formula: C4H8N2
Source: the OMol25 dataset
Level of theory: the ωB97M-V functional and the def2-TZVPD basis

```
14
Properties=species:S:1:pos:R:3:mulliken_charge:R:1
C -1.2252 -0.6847 1.5575 -1.12
C -0.2270 -0.5609 0.4461 -0.14
N 0.3542 0.6295 0.1971 -0.10
C 1.0207 0.8068 -0.9992 -0.62
C 2.0755 -0.1157 -1.2984 0.42
N 2.9025 -0.8907 -1.5507 -0.46
H -1.8394 0.2179 1.6517 0.32
H -0.7387 -0.8750 2.5223 0.30
H -1.8949 -1.5249 1.3552 0.32
H 0.3990 -1.4258 0.2379 0.32
H -0.7273 -0.6128 -1.1753 0.06
H -0.1661 1.4411 0.5083 0.23
H 1.2084 1.8389 -1.2769 0.35
H -0.2236 -0.0972 -1.7060 0.12
```

Properties
orbital gap	9.13	eV

Q: Which electronic energy values were calculated for the entries above? A: -15409.18050; -6593.75332; -646.62381; -266.59241, in Ha.
Q: Which energy relative to the best compared isomer or geometry (same formula, charge and spin) values were calculated for the entries above? A: 26.4; 19.5; 55.3; 81.3, in kcal/mol.